{"formula": "C4H11BBr2Na4O4", "method": "wB97M-V/def2-TZVPD", "charge": 0, "total_energy_ev": -170946.176, "homo_lumo_gap_ev": 6.0, "symbols": ["Br", "Br", "Na", "Na", "Na", "Na", "O", "O", "O", "O", "C", "C", "C", "C", "B", "H", "H", "H", "H", "H", "H", "H", "H", "H", "H", "H"], "positions_angstrom": [[8.3292, -30.5154, 29.6668], [5.7077, -30.4662, 27.2568], [10.8931, -25.3471, 30.2234], [8.2897, -23.8825, 28.3197], [6.5974, -26.6299, 26.4984], [10.4243, -26.7044, 26.6074], [7.3605, -24.3955, 26.1757], [8.5641, -25.9797, 25.1686], [9.5810, -24.3369, 26.1946], [12.0903, -25.8815, 28.2963], [6.6782, -29.5109, 29.8113], [5.5335, -30.2386, 29.1843], [13.3077, -26.5415, 28.2705], [8.4951, -24.7981, 25.6879], [8.7244, -26.6058, 28.9537], [13.3559, -27.2699, 27.4391], [6.8492, -28.5038, 29.4412], [9.1837, -26.9675, 29.9995], [7.6705, -26.0465, 29.1183], [8.5348, -27.5548, 28.2215], [14.1734, -25.8742, 28.0709], [9.3812, -25.7863, 28.4707], [13.5618, -27.0354, 29.2262], [5.3590, -31.2242, 29.6043], [6.4775, -29.4153, 30.8799], [4.5979, -29.6937, 29.3216]], "atomic_forces_ev_per_a": [[-0.002, 0.104, 0.013], [0.042, 0.145, 0.047], [0.535, -0.678, -1.113], [0.040, -0.237, -1.461], [0.848, 0.603, -0.465], [0.090, 1.070, 0.059], [-1.113, 0.562, -0.175], [-0.706, -0.533, -1.048], [0.066, 1.222, -0.388], [-0.666, -0.139, 0.636], [0.126, -0.033, 0.568], [-0.729, 0.026, -0.173], [0.111, 0.585, -0.221], [1.143, -2.372, 3.714], [-0.873, -0.294, 0.271], [0.087, -0.305, 0.273], [0.090, -0.125, -0.297], [0.086, -0.192, 0.530], [-0.875, 0.133, 0.362], [0.178, -0.052, -0.204], [-0.153, 0.068, 0.047], [1.155, 0.822, -0.712], [0.000, -0.343, -0.147], [0.330, -0.106, -0.057], [0.030, -0.101, -0.029], [0.159, 0.169, -0.029]]}

---

{"formula": "C4H11BBrLa", "method": "wB97M-V/def2-TZVPD", "charge": 2, "total_energy_ev": -75883.441, "homo_lumo_gap_ev": 4.1, "symbols": ["La", "Br", "C", "C", "C", "C", "B", "H", "H", "H", "H", "H", "H", "H", "H", "H", "H", "H"], "positions_angstrom": [[2.6856, 3.1247, 3.9504], [1.8441, 0.9806, 2.5698], [-0.5210, 0.4616, 0.7272], [-0.8342, -0.0384, -0.7356], [0.1334, 0.5487, -1.7841], [-0.9004, -1.5809, -0.7296], [0.8732, -0.2116, 1.2330], [-1.8233, 0.3837, -0.9519], [-0.3495, 0.4556, -2.7601], [-1.4573, -1.9017, -1.6135], [-0.5011, 1.5634, 0.6690], [1.5982, -0.3893, 0.2914], [0.2126, 1.6282, -1.5984], [-1.3660, 0.1155, 1.3358], [0.0783, -2.0661, -0.7425], [1.1186, 0.0827, -1.7844], [0.6437, -1.2675, 1.7488], [-1.4350, -1.8892, 0.1746]], "atomic_forces_ev_per_a": [[-0.518, -1.272, -0.835], [1.079, 1.869, 1.601], [-0.028, 0.634, -0.196], [1.137, -0.283, 0.509], [-0.967, 0.187, 0.360], [-0.484, 0.686, -0.240], [-2.282, -2.074, -2.826], [0.007, -0.197, 0.105], [0.370, -0.159, -0.063], [0.087, -0.224, 0.156], [-0.165, -0.204, 0.209], [0.848, 0.586, 0.575], [0.248, -0.143, -0.102], [0.238, 0.395, 0.210], [0.004, 0.174, -0.003], [-0.091, 0.019, -0.091], [0.543, 0.244, 0.884], [-0.025, -0.240, -0.254]]}

---

{"formula": "C4H11BrClInW", "method": "wB97M-V/def2-TZVPD", "relative_energy_kj_mol": 57.69, "charge": 0, "total_energy_ev": -93887.813, "homo_lumo_gap_ev": [5.9, 8.0], "s_squared": 2.01, "spin_multiplicity": 3, "symbols": ["W", "In", "Br", "Cl", "C", "C", "C", "C", "H", "H", "H", "H", "H", "H", "H", "H", "H", "H", "H"], "positions_angstrom": [[-0.2747, -0.2408, 1.8990], [0.0294, -0.5082, -1.5708], [0.2803, -1.8719, 3.4950], [-2.1701, -0.5197, 0.5137], [-0.5024, 1.5053, 2.7933], [-0.8977, 1.1385, -2.5430], [0.7930, -2.4634, -1.9698], [1.3261, 0.4240, 1.1537], [-0.6955, 2.0784, -2.0064], [-0.0534, -3.1685, -1.8587], [-0.3195, 1.4002, 3.8645], [-0.4878, 1.1764, -3.5675], [1.4621, 1.4202, 0.7144], [-1.9809, 0.9269, -2.5583], [2.1429, -0.2283, 0.8540], [0.1275, 2.3076, 2.4037], [1.6139, -2.7236, -1.2797], [-1.5497, 1.7997, 2.6783], [1.1565, -2.4527, -3.0156]], "atomic_forces_ev_per_a": [[-1.030, -2.245, -1.788], [-0.108, 0.181, 1.373], [0.472, -1.137, 1.359], [-0.212, -0.054, -0.690], [-0.752, 2.296, 1.328], [0.081, 0.138, -0.076], [0.030, -0.075, 0.021], [1.152, 0.184, -2.799], [-0.143, -0.403, -0.277], [0.566, 0.274, -0.095], [0.075, 0.267, 0.186], [-0.329, 0.140, 0.420], [0.159, 0.182, 0.592], [0.508, 0.190, -0.051], [0.448, -0.219, 0.085], [-0.048, 0.093, 0.113], [-0.468, 0.083, -0.358], [-0.202, 0.268, 0.090], [-0.197, -0.163, 0.567]]}

---

{"formula": "C4H11CdINO", "method": "wB97M-V/def2-TZVPD", "relative_energy_kj_mol": 0.00, "charge": 1, "total_energy_ev": -20522.793, "homo_lumo_gap_ev": 7.1, "symbols": ["I", "Cd", "O", "N", "C", "C", "C", "C", "H", "H", "H", "H", "H", "H", "H", "H", "H", "H", "H"], "positions_angstrom": [[-12.4755, -19.0487, 2.9647], [-12.5318, -16.6274, 4.1767], [-14.3811, -17.0087, 5.3723], [-13.9980, -15.7747, 2.8655], [-15.5340, -16.6891, 4.5377], [-15.2002, -15.5024, 3.6538], [-16.4182, -15.2867, 2.7237], [-14.6701, -18.0990, 6.2641], [-17.3621, -15.3742, 3.2700], [-16.3877, -16.4532, 5.1708], [-16.5281, -16.0456, 1.9413], [-13.8029, -14.9952, 2.2422], [-15.5124, -17.8494, 6.9028], [-16.4250, -14.3226, 2.2156], [-15.7075, -17.5962, 3.9441], [-14.7555, -19.0590, 5.7535], [-13.7794, -18.2114, 6.8881], [-14.1858, -16.6113, 2.3044], [-15.1806, -14.6077, 4.2781]], "atomic_forces_ev_per_a": [[0.332, 0.374, 0.335], [0.919, -1.456, -0.054], [-1.090, 0.425, 0.147], [-0.235, 0.920, -0.145], [1.075, -0.467, 0.100], [-2.484, -0.062, -0.503], [-0.486, -0.290, -0.140], [1.216, -0.203, 0.556], [0.166, 0.268, 0.195], [0.001, -0.089, 0.012], [0.452, -0.101, 0.096], [0.031, -0.131, -0.067], [-0.178, -0.079, -0.144], [0.212, 0.066, 0.170], [-0.339, 0.194, -0.061], [-0.450, 0.222, -0.326], [-0.180, 0.155, 0.087], [0.135, 0.241, -0.199], [0.904, 0.013, -0.058]]}

---

{"formula": "C4H11ClFN3S2", "method": "wB97M-V/def2-TZVPD", "charge": 0, "total_energy_ev": -45703.248, "homo_lumo_gap_ev": 9.1, "smiles": "F[C@H](CS)CCl.NNC(N)=S", "symbols": ["Cl", "S", "S", "F", "N", "N", "N", "C", "C", "C", "C", "H", "H", "H", "H", "H", "H", "H", "H", "H", "H", "H"], "positions_angstrom": [[1.7568, -2.0493, -0.3945], [-3.6095, -1.4222, -0.6935], [2.8421, 1.7493, -0.6301], [4.9538, -0.1488, 0.8310], [-5.5767, 0.8178, -0.9280], [-4.8468, 0.6451, 0.3959], [-2.6454, 0.1991, 1.2949], [-3.6297, -0.1078, 0.3319], [2.6260, -0.9975, 0.6724], [4.0033, -0.7679, -0.0863], [3.7608, 0.2079, -1.2406], [2.1483, 0.2169, 0.6459], [-1.7189, -0.2170, 1.5074], [3.0086, -0.1198, -2.0215], [4.4277, -1.6625, -0.5049], [2.8341, -1.4031, 1.7257], [-6.5243, 0.2660, -0.5602], [4.8150, 0.2984, -1.7833], [-4.8999, 0.0779, -1.5757], [-3.1727, 0.5235, 2.1921], [-4.3726, 1.6711, 0.5868], [3.8200, 2.2228, 0.2346]], "atomic_forces_ev_per_a": [[-0.959, -0.680, -0.080], [0.854, 0.559, 0.115], [2.128, 0.199, -0.349], [-1.229, -0.895, -1.274], [-0.061, -4.234, 1.736], [3.871, 4.379, -0.345], [-2.826, 1.335, 1.940], [-0.111, -1.906, 0.264], [1.843, 3.289, 0.900], [-1.361, 1.530, 1.273], [0.926, 0.686, -1.127], [1.043, -4.016, 0.585], [-1.526, -0.226, -1.037], [1.068, -0.225, 1.053], [0.336, -0.550, 0.319], [-0.672, 0.450, -1.685], [3.011, 1.481, -2.184], [-2.363, 0.653, 1.086], [-2.804, 1.865, 1.891], [1.698, -0.503, -2.068], [-2.090, -2.758, -0.323], [-0.777, -0.431, -0.690]]}

---

{"formula": "C4H11ClFeNO2", "method": "wB97M-V/def2-TZVPD", "relative_energy_kj_mol": 0.00, "charge": 1, "total_energy_ev": -56810.671, "homo_lumo_gap_ev": [8.9, 2.6], "s_squared": 6.20, "spin_multiplicity": 5, "symbols": ["Fe", "Cl", "O", "O", "N", "C", "C", "C", "C", "H", "H", "H", "H", "H", "H", "H", "H", "H", "H", "H"], "positions_angstrom": [[2.1113, -2.7893, -4.0051], [1.3209, -0.8338, -3.0698], [1.9251, 1.3103, 2.1420], [-1.5559, 0.5365, -1.9161], [0.5786, -0.4136, 1.6715], [1.4021, 0.2393, 2.4843], [-1.7864, 1.9538, -1.8224], [0.0365, -1.6852, 2.0527], [0.2898, 0.0676, 0.3273], [-1.3526, 2.5067, -2.6559], [1.0275, -0.3639, -0.3687], [-1.0492, -1.6011, 2.1017], [0.4369, -2.0056, 3.0122], [-1.4215, 2.3697, -0.8716], [0.3051, -2.4333, 1.3057], [-0.6985, -0.2618, 0.0106], [-2.8635, 2.1207, -1.8402], [1.6062, -0.2294, 3.4486], [0.3717, 1.1506, 0.2871], [-0.6842, 0.3617, -2.2938]], "atomic_forces_ev_per_a": [[-0.422, 1.025, 0.416], [0.408, -0.973, -0.234], [-0.724, -1.298, 0.293], [-0.025, 0.477, 0.257], [-1.240, -0.766, -2.094], [2.125, 2.471, 1.109], [-0.134, -0.269, 0.066], [0.116, -0.478, 0.394], [-0.023, 0.104, 0.313], [0.100, -0.092, 0.029], [-0.001, -0.064, 0.010], [-0.102, -0.029, -0.078], [-0.079, 0.123, 0.032], [0.111, -0.089, -0.176], [-0.118, 0.063, -0.192], [-0.025, -0.085, 0.020], [0.049, -0.148, -0.044], [-0.037, -0.035, 0.045], [0.128, -0.034, 0.086], [-0.108, 0.096, -0.251]]}